one:
Density functional theory data (the ωB97M-V functional and the def2-TZVPD basis) for the molecule C9H9NO2S.

XYZ file:
```
22
Properties=species:S:1:pos:R:3:nbo_charge:R:1
C 1.11 -1.67 0.05 0.27
C -2.86 -0.32 -1.37 -0.24
C -1.69 -1.00 -0.97 -0.22
C -3.17 0.65 -0.44 -0.41
C -1.01 -0.41 0.06 -0.25
C 1.59 0.79 -0.66 0.80
C 2.70 1.83 -0.61 -0.69
C 0.23 -0.82 2.26 -0.62
C 0.30 -0.66 0.70 0.11
N 1.77 -2.44 -0.52 -0.26
O 1.19 0.22 -1.64 -0.58
O 1.07 0.59 0.54 -0.51
S -1.99 0.79 0.77 0.48
H -3.51 -0.54 -2.20 0.23
H -1.20 -1.69 -1.69 0.24
H -4.02 1.17 -0.50 0.22
H 3.70 1.21 -0.53 0.24
H 2.49 2.49 0.14 0.23
H 2.72 2.28 -1.51 0.23
H -0.64 -0.29 2.73 0.23
H 1.15 -0.31 2.77 0.25
H 0.06 -1.88 2.61 0.24
```

* structure (SMILES): CC(=O)O[C@](C)(C#N)c1cccs1
* 2S+1: 1
* orbital gap: 9.7 eV

---

two:
Density functional theory data (the ωB97M-V functional and the def2-TZVPD basis) for a cluster of 2 separate species, C9H9NO2S in total.

XYZ file:
```
22
Properties=species:S:1:pos:R:3:nbo_charge:R:1
C 3.34 0.01 0.39 -0.18
C 2.58 -1.12 -0.02 -0.23
C 2.67 1.25 0.43 -0.23
C 1.27 -0.98 -0.40 -0.10
C 1.30 1.35 0.25 -0.16
C 0.60 0.24 -0.21 -0.19
C -2.75 -0.74 0.67 0.02
C -3.32 0.60 0.20 -0.56
C -0.84 0.25 -0.24 0.23
N -1.49 -0.83 0.44 0.07
O -0.80 -1.81 0.78 -0.50
O -1.12 -0.45 -2.12 -0.84
S -1.79 1.62 0.04 0.37
H 4.44 0.11 0.54 0.23
H 2.82 -2.16 -0.09 0.23
H 3.28 2.09 0.73 0.21
H 0.74 -1.81 -0.76 0.25
H 0.76 2.32 0.38 0.22
H -3.37 -1.57 0.95 0.23
H -4.11 0.66 -0.59 0.26
H -3.82 0.99 1.12 0.24
H -0.39 -0.02 -2.49 0.43
```

* 2S+1: 1
* orbital gap (spin up / spin down): 8.3 / 8.3 eV

---

Most stable structure - one; separation to the second - 0.1292 hartree.